DFT (ωB97M-V/def2-TZVPD) results for 2 unconnected molecules or ions with the total composition C6H6N2O2 in a non-equilibrium geometry.

The HOMO-LUMO gap comes out at 9.465 eV. The SMILES is O=c1cc[nH]c(=O)[nH]1.C#C. The largest force on an atom is 5.49 eV Å⁻¹. For the relative energy (zero: lowest compared OMol25 entry of this formula, charge and spin), the calculation gives 3.479 eV.

Structure (ORCA input):
```
! wB97M-V def2-TZVPD RIJCOSX def2/J DEFGRID3
* xyz 0 1
O -1.1490 -0.6271 0.9816
N 0.4446 1.0536 1.2543
C 1.3205 1.9557 0.8485
C 1.0571 0.9893 -1.3452
C -1.9292 -2.6063 0.0501
N 1.7477 1.7413 -0.4889
H -0.6548 -0.2770 -1.5958
H 2.4514 2.4310 -0.7997
C -2.1840 -3.7882 0.0510
O 1.8673 2.9426 1.4162
C -0.2919 0.0819 0.4838
H -1.4212 -1.5873 -0.1422
H 0.2806 1.0826 2.2242
H 1.0370 1.2220 -2.4580
C 0.0942 0.1606 -0.8856
H -2.6704 -4.7747 0.4057
*
```

Results of the natural (NBO) charge analysis, in e, for atoms 1 through 2:
1 O -0.557
2 N -0.625

=====

DFT (ωB97M-V/def2-TZVPD) results for 2 unconnected molecules or ions with the total composition C6H6N2O2 in a non-equilibrium geometry.

The HOMO-LUMO gap comes out at 9.635 eV. The SMILES is O=c1cc[nH]c(=O)[nH]1.C#C. The largest force on an atom is 6.98 eV Å⁻¹. For the relative energy (zero: lowest compared OMol25 entry of this formula, charge and spin), the calculation gives 4.234 eV.

Structure (ORCA input):
```
! wB97M-V def2-TZVPD RIJCOSX def2/J DEFGRID3
* xyz 0 1
C 0.7809 0.4050 -0.2258
C -0.1968 1.4162 -2.0216
H 0.0679 2.3794 -2.6436
N 0.9817 0.9238 -1.4150
H 2.2848 -2.3584 4.4354
H -2.4254 1.0681 -2.3617
O 1.6723 0.2928 0.6605
H 1.5957 1.8253 -1.3595
C -1.4227 0.7006 -1.9815
C 1.2348 -1.0487 3.0143
H 0.4676 -0.6238 2.3646
C 1.7483 -1.7620 3.8210
H -0.6219 -0.4120 1.0150
O -2.6833 -0.7614 -0.7290
N -0.4505 -0.2194 -0.1366
C -1.6443 -0.2213 -0.9465
*
```

Results of the natural (NBO) charge analysis, in e, for atoms 1 through 2:
1 C 0.757
2 C 0.065

=====

DFT (ωB97M-V/def2-TZVPD) results for a molecular structure, C6H6N2O4OsS4 in a non-equilibrium geometry.

The HOMO-LUMO gap (spin up / spin down) comes out at 7.133 / 6.160 eV. The largest force on an atom is 5.64 eV Å⁻¹.

Structure (ORCA input):
```
! wB97M-V def2-TZVPD RIJCOSX def2/J DEFGRID3
* xyz 0 5
H -0.5111 3.3904 0.0231
C 0.2842 2.7716 -0.4037
H 0.6034 3.2181 -1.3505
C -1.4524 -0.2790 -1.4299
H -2.0001 -2.6432 -1.5776
N 0.3029 0.2956 -0.0779
O -2.6638 -2.1819 -2.1741
H 1.1349 2.7884 0.2844
H 2.9425 0.0965 0.2742
S 3.3322 -1.1449 4.5968
C -0.4654 -0.7492 -0.5701
C -2.5159 -0.8433 -2.2220
N -1.2423 1.0856 -1.4307
C -0.2086 -2.1565 -0.1851
H -1.7975 1.7402 -1.9633
S 3.2835 -1.8358 2.6969
C -0.1892 1.3865 -0.6140
O -0.9824 -3.0274 -0.7037
O -3.2585 -0.1497 -2.9116
S 2.0083 0.4107 4.8595
O 0.7464 -2.3580 0.6150
S 1.0174 0.8269 3.1465
Os 1.6313 -0.6416 1.1176
*
```

Results of the natural (NBO) charge analysis, in e, for atoms 1 through 2:
1 H 0.247
2 C -0.672

=====

DFT (ωB97M-V/def2-TZVPD) results for C6H6N4 in the gas phase in a non-equilibrium geometry.

The HOMO-LUMO gap comes out at 8.716 eV. The SMILES is Nc1n[nH]c2ncccc12. The largest force on an atom is 7.81 eV Å⁻¹. For the relative energy (zero: lowest compared OMol25 entry of this formula, charge and spin), the calculation gives 4.090 eV.

Structure (ORCA input):
```
! wB97M-V def2-TZVPD RIJCOSX def2/J DEFGRID3
* xyz 0 1
C -2.4903 -0.2111 0.1025
C -2.1012 1.2435 -0.0799
H 2.1706 2.1160 0.5823
H -0.2372 2.6670 -0.1233
H 3.3296 0.5896 0.0302
H 0.6451 -2.4842 -0.3241
N 0.7351 -1.6511 0.0412
N 2.5989 1.2045 -0.0390
N -1.6558 -1.1883 0.0431
C 0.1802 0.4010 0.0154
C -0.4431 -0.8446 -0.0374
C -0.7461 1.4517 -0.0238
N 1.8474 -1.0108 -0.0381
C 1.5655 0.2514 0.0128
H -3.7902 -0.3381 -0.0759
H -2.5878 2.2175 -0.0771
*
```

Results of the natural (NBO) charge analysis, in e, for atoms 1 through 2:
1 C 0.109
2 C -0.338